7
Properties=species:S:1:pos:R:3:forces:R:3 method="wB97M-V/def2-TZVPD" charge=0 orbital_gap_ha="0.267 / 0.318" total_energy_ev=-8137.59518 relative_energy_ev=7.775 homo_energy_ev="-7.59 / -8.43"
C 1.42209 -0.55618 0.07069 -5.3 -0.6 0.7
N -1.10676 -0.03780 0.16044 -0.2 0.9 -0.8
N -0.35741 0.92143 0.03890 0.4 -3.7 1.3
O 0.52584 -1.30828 0.16792 3.4 -0.6 -0.2
O -2.26538 -0.35021 -0.11885 0.7 0.9 0.5
H 2.41580 -0.47038 -0.14885 2.7 -0.2 -0.4
H -0.63417 1.80142 -0.17025 -1.6 3.4 -1.1